{"formula": "C6H12Cl6F8Mg3N4O16S8", "method": "wB97M-V/def2-TZVPD", "fmax_ev_per_a": 11.3, "gap_ha": 0.167, "relative_energy_ev": 1.3118, "molar_mass_g_mol": 1090.3, "homo_energy_ha": -0.525, "charge": 2, "energy_ha": -9003.728978, "symbols": ["Mg", "Mg", "Mg", "N", "S", "O", "O", "F", "S", "O", "O", "F", "N", "S", "O", "O", "F", "S", "O", "O", "F", "N", "S", "O", "O", "F", "S", "O", "O", "F", "N", "S", "O", "O", "F", "S", "O", "O", "F", "Cl", "C", "C", "Cl", "H", "H", "H", "H", "Cl", "C", "C", "Cl", "H", "H", "H", "H", "Cl", "C", "C", "Cl", "H", "H", "H", "H"], "positions_angstrom": [[-22.699, -2.323, 3.917], [-27.560, -2.601, 4.373], [-18.056, -1.053, 3.402], [-23.618, -3.628, 3.193], [-25.105, -3.801, 2.255], [-26.320, -3.588, 2.994], [-25.088, -4.488, 0.988], [-24.885, -2.302, 1.641], [-23.773, -5.151, 3.482], [-23.409, -6.052, 2.387], [-24.873, -5.547, 4.365], [-22.460, -5.332, 4.347], [-26.024, -1.740, 4.986], [-25.194, -0.306, 4.387], [-23.851, -0.603, 3.831], [-25.399, 0.974, 5.079], [-26.211, -0.330, 3.164], [-24.916, -1.857, 6.094], [-24.885, -0.897, 7.252], [-23.707, -2.424, 5.572], [-25.585, -3.192, 6.714], [-19.139, -1.569, 4.708], [-19.785, -3.021, 5.226], [-21.134, -3.194, 4.756], [-19.405, -3.575, 6.534], [-18.881, -3.890, 4.172], [-20.142, -0.809, 5.617], [-19.866, -0.586, 6.999], [-21.524, -0.814, 5.150], [-19.548, 0.583, 5.048], [-19.201, -0.094, 2.270], [-19.492, 1.237, 1.620], [-20.535, 2.034, 2.291], [-19.172, 1.313, 0.225], [-18.092, 1.864, 2.212], [-20.532, -0.971, 1.590], [-21.170, -0.445, 0.361], [-21.377, -1.719, 2.509], [-19.564, -2.178, 1.038], [-24.152, -1.751, -3.071], [-22.933, -2.022, -1.882], [-23.091, -3.476, -1.442], [-21.988, -3.614, -0.021], [-23.190, -1.238, -1.170], [-21.921, -1.972, -2.284], [-22.835, -4.172, -2.240], [-24.061, -3.758, -1.033], [-19.869, -8.064, 5.223], [-19.254, -7.123, 3.799], [-19.154, -8.027, 2.558], [-18.751, -7.176, 1.017], [-18.300, -6.658, 4.051], [-19.997, -6.353, 3.590], [-20.098, -8.531, 2.353], [-18.520, -8.912, 2.613], [-22.598, -2.680, 8.307], [-22.509, -4.294, 9.134], [-21.353, -5.200, 8.757], [-21.875, -5.889, 7.183], [-23.420, -4.887, 9.053], [-22.242, -4.115, 10.176], [-21.275, -5.981, 9.514], [-20.420, -4.651, 8.631]], "forces_ev_per_a": [[3.056, 4.325, 1.623], [0.013, -1.459, -1.405], [3.138, 0.857, -1.890], [-6.425, -3.990, -4.082], [1.400, 5.622, -6.236], [-1.492, -0.291, 1.085], [-0.527, -0.275, 3.133], [-0.314, -0.584, 1.124], [4.498, -9.192, 2.409], [-1.611, 2.261, 1.556], [1.113, 1.654, -1.641], [-0.629, 0.692, 0.408], [3.268, 4.622, 0.258], [-1.053, 4.619, -2.875], [-3.250, 0.664, 0.767], [0.489, -4.119, -1.762], [0.624, 0.434, 0.032], [0.232, -3.466, 9.777], [-0.170, -2.760, -5.076], [-0.364, 0.614, 0.724], [0.136, 0.933, -0.240], [-2.644, -5.291, 3.728], [3.043, -7.926, 0.432], [1.636, -0.577, 0.554], [-1.055, 2.534, -3.587], [-1.001, 1.152, 0.858], [-2.340, 10.559, 2.456], [-0.334, -2.040, -1.015], [1.784, -0.117, 0.556], [-0.514, -0.081, -0.334], [-3.797, -5.223, -0.437], [1.691, 11.024, -1.635], [1.910, -2.727, -1.800], [-1.240, -0.480, 1.227], [-0.799, -0.476, 0.422], [-1.089, -3.311, -4.599], [1.927, -0.862, 4.445], [1.325, 1.554, -0.376], [-0.741, 1.349, 1.121], [-0.964, 0.270, -1.733], [-0.123, -0.889, 0.280], [-0.161, 0.630, 0.950], [0.211, -0.702, -0.004], [0.778, -0.565, 0.561], [-0.153, 0.657, -0.060], [0.313, 0.094, 0.230], [-0.020, 0.349, -0.337], [0.430, 0.336, -0.719], [-0.122, -0.474, -0.641], [-0.644, -0.975, -0.230], [0.030, 0.169, 0.727], [-0.076, -0.204, 0.094], [0.066, -0.014, 0.093], [-0.378, 0.561, 0.170], [0.692, 0.573, 0.455], [0.247, -1.113, 0.471], [1.188, -0.223, 1.437], [-0.906, 0.658, -1.174], [0.673, -0.395, -0.141], [-0.166, 0.662, -0.070], [-0.811, 0.671, 0.190], [0.064, -0.060, -0.260], [-0.059, -0.238, 0.007]], "nbo_charge": [1.7696, 1.9277, 1.8930, -1.2279, 2.3745, -1.0629, -0.7118, -0.5020, 2.3518, -0.8100, -0.8466, -0.4801, -1.3555, 2.3408, -0.9156, -0.7092, -0.4716, 2.4011, -0.7176, -0.9759, -0.4881, -1.3636, 2.3970, -0.9546, -0.7284, -0.4819, 2.4176, -0.7506, -0.9184, -0.5111, -1.3653, 2.4336, -0.8225, -0.8168, -0.5192, 2.3902, -0.7322, -0.9958, -0.4795, -0.0151, -0.4237, -0.3480, -0.1267, 0.2265, 0.2299, 0.2425, 0.2221, -0.0482, -0.3731, -0.3912, -0.0673, 0.2139, 0.2031, 0.2280, 0.2375, -0.0932, -0.3724, -0.3740, -0.0862, 0.2324, 0.2286, 0.2420, 0.2306]}

{"formula": "C6H12Cl6FO3Pd", "method": "wB97M-V/def2-TZVPD", "fmax_ev_per_a": 2.2, "gap_ha": [0.287, 0.254], "multiplicity": 4, "molar_mass_g_mol": 470.3, "homo_energy_ha": [-0.283, -0.388], "s_squared": 3.75, "energy_ha": -3450.247857, "symbols": ["Pd", "F", "C", "O", "C", "O", "O", "C", "H", "H", "H", "H", "H", "H", "C", "Cl", "Cl", "H", "H", "C", "Cl", "Cl", "H", "H", "C", "Cl", "Cl", "H", "H"], "positions_angstrom": [[-0.678, 1.251, 2.263], [-0.752, -0.360, 0.703], [1.707, 1.103, -1.302], [2.046, 2.417, -0.840], [1.757, 2.727, 0.377], [1.192, 2.053, 1.269], [2.057, 4.007, 0.463], [1.631, 4.761, 1.565], [2.233, 0.348, -0.717], [1.962, 0.955, -2.352], [0.634, 0.921, -1.253], [2.123, 4.454, 2.488], [0.551, 4.694, 1.702], [1.941, 5.791, 1.394], [0.669, -2.289, -1.733], [0.032, -3.812, -2.300], [2.176, -1.910, -2.539], [-0.074, -1.507, -1.888], [0.936, -2.531, -0.704], [-3.098, -1.116, -1.209], [-3.069, -1.976, -2.753], [-4.776, -0.672, -0.664], [-2.748, -1.857, -0.490], [-2.558, -0.170, -1.219], [-1.133, -3.300, 1.961], [-2.404, -4.169, 0.978], [-0.581, -4.353, 3.266], [-0.270, -3.151, 1.313], [-1.506, -2.309, 2.222]], "forces_ev_per_a": [[0.044, -1.250, -1.348], [0.083, 1.201, 1.140], [-0.305, -1.039, -0.067], [0.178, -1.396, -1.117], [-1.777, 0.428, 1.277], [1.289, 0.919, -1.543], [0.435, 0.095, 0.100], [-0.047, 0.486, 1.219], [-0.097, 0.125, 0.032], [0.447, 0.690, 0.206], [-0.030, 0.161, 0.464], [-0.038, -0.275, -0.014], [0.018, 0.037, -0.077], [-0.190, -0.147, -0.272], [0.029, -0.617, 0.684], [-0.467, -0.605, -0.486], [0.480, 0.322, -0.455], [0.254, -0.096, 0.267], [-0.315, 0.844, -0.006], [-0.797, -0.235, 0.662], [-0.073, 0.428, -0.117], [0.561, -0.217, -0.358], [0.161, 0.573, 0.034], [0.157, -0.506, -0.171], [0.050, -0.486, -1.171], [0.573, 0.637, 0.459], [-0.213, 0.455, 0.193], [-0.276, -0.091, -0.020], [-0.132, -0.441, 0.486]], "nbo_charge": [0.7463, -0.7807, -0.2819, -0.4508, 1.0340, -0.7674, -0.4670, -0.2619, 0.2059, 0.2184, 0.2082, 0.1942, 0.1923, 0.2092, -0.4111, -0.0103, -0.0322, 0.2317, 0.2258, -0.3755, -0.0257, -0.0701, 0.2368, 0.2292, -0.3728, -0.0616, -0.0170, 0.2140, 0.2399]}

{"formula": "C6H12ClMgN2", "method": "wB97M-V/def2-TZVPD", "fmax_ev_per_a": 2.8, "gap_ha": [0.159, 0.127], "relative_energy_ev": 0.0000, "molar_mass_g_mol": 171.9, "homo_energy_ha": [-0.044, -0.018], "charge": -1, "energy_ha": -1005.555131, "symbols": ["C", "Mg", "N", "H", "H", "H", "H", "H", "H", "H", "H", "Cl", "C", "C", "C", "C", "N", "C", "H", "H", "H", "H"], "positions_angstrom": [[0.649, -3.430, 1.804], [0.339, -1.029, 0.636], [-0.026, -2.016, -1.197], [0.852, -0.563, 2.223], [-0.268, -2.805, 1.809], [0.958, -3.534, 2.848], [1.496, -2.993, 1.242], [0.409, -4.414, 1.385], [0.509, -1.540, -1.930], [-1.014, -1.954, -1.463], [0.229, -3.006, -1.230], [-2.486, 3.856, 0.952], [-1.292, 2.967, 0.101], [-0.508, 3.600, -0.870], [0.485, 2.859, -1.504], [0.661, 1.514, -1.159], [-0.063, 0.928, -0.182], [-1.079, 1.615, 0.414], [-0.689, 4.642, -1.100], [1.131, 3.307, -2.253], [1.401, 0.892, -1.681], [-1.694, 1.103, 1.157]], "forces_ev_per_a": [[-0.098, -0.359, 0.146], [0.013, 1.489, -0.383], [0.135, -0.023, 0.295], [0.014, -0.174, 0.168], [0.479, -0.445, -0.073], [0.000, 0.079, -0.091], [-0.474, -0.167, 0.192], [0.048, 0.256, 0.007], [0.065, -0.040, -0.133], [-0.172, -0.023, -0.027], [0.021, -0.133, -0.166], [-0.604, 0.363, 0.284], [0.755, -2.624, 0.341], [-0.685, 1.541, 0.222], [0.993, -2.269, -0.170], [0.304, 2.041, -1.094], [-0.036, -2.371, 0.431], [-0.714, 2.510, -0.105], [0.063, -0.050, 0.003], [-0.125, -0.088, -0.001], [-0.214, 0.301, 0.306], [0.232, 0.187, -0.151]], "nbo_charge": [-0.9149, 1.1933, -1.4570, -0.7502, 0.1867, 0.2265, 0.2033, 0.2176, 0.3737, 0.3658, 0.3249, -0.0398, -0.0835, -0.4062, -0.2729, -0.0447, -0.7915, -0.0818, 0.1982, 0.1976, 0.1705, 0.1847]}

{"formula": "C6H12F3O", "method": "wB97M-V/def2-TZVPD", "fmax_ev_per_a": 3.7, "gap_ha": 0.375, "relative_energy_ev": 0.2006, "molar_mass_g_mol": 157.2, "homo_energy_ha": -0.520, "charge": 1, "energy_ha": -610.174156, "symbols": ["C", "C", "C", "C", "C", "C", "O", "F", "F", "F", "H", "H", "H", "H", "H", "H", "H", "H", "H", "H", "H", "H"], "positions_angstrom": [[-1.519, -2.249, 0.534], [1.257, -0.862, -1.762], [0.448, 3.152, 1.504], [-0.945, -1.700, -0.792], [1.015, -0.937, 0.565], [0.334, 2.247, 0.317], [0.495, -1.231, -0.566], [-0.662, 2.508, -0.558], [0.051, 0.998, 0.786], [1.363, 1.970, -0.564], [-0.973, -2.968, 1.077], [-2.542, -2.767, 0.392], [-1.468, -1.408, 1.233], [0.894, 0.014, -2.226], [2.258, -0.559, -1.332], [1.231, -1.752, -2.571], [-0.568, 3.118, 1.933], [0.486, 4.175, 1.301], [-1.023, -2.393, -1.711], [-1.632, -0.774, -0.875], [1.195, 2.616, 1.994], [0.306, -1.197, 1.322]], "forces_ev_per_a": [[-0.803, 0.027, -0.548], [2.507, -1.866, -1.909], [-2.189, -1.244, -1.634], [-3.292, -0.269, 0.111], [2.360, 0.421, 1.843], [-0.619, -0.516, -2.953], [-1.810, -0.601, -2.280], [-0.337, 0.523, 0.686], [-0.688, -0.421, 0.789], [0.308, 1.056, 1.462], [1.189, -1.357, 0.004], [1.423, 1.508, 0.030], [-1.285, -0.082, -0.127], [-1.183, 0.898, -0.139], [-1.030, -0.977, -0.717], [0.207, 1.899, 2.342], [0.567, -0.698, 0.407], [1.277, 1.502, -0.605], [0.708, 1.269, 1.579], [1.790, -1.063, -0.840], [1.337, 0.200, 1.941], [-0.437, -0.209, 0.560]], "nbo_charge": [-0.6744, -0.2735, -0.6937, -0.1163, 0.2359, 0.9941, -0.3571, -0.3264, -0.3578, -0.3414, 0.2386, 0.2882, 0.2223, 0.2340, 0.2750, 0.2447, 0.2596, 0.2653, 0.2588, 0.2530, 0.2497, 0.1213]}

{"formula": "C6H12F3O2", "method": "wB97M-V/def2-TZVPD", "fmax_ev_per_a": 4.3, "gap_ha": [0.385, 0.346], "multiplicity": 2, "molar_mass_g_mol": 173.2, "homo_energy_ha": [-0.350, -0.360], "s_squared": 0.75, "energy_ha": -685.765534, "symbols": ["C", "F", "F", "F", "H", "C", "C", "O", "C", "C", "O", "C", "H", "H", "H", "H", "H", "H", "H", "H", "H", "H", "H"], "positions_angstrom": [[3.218, 3.296, -0.871], [4.104, 2.590, -0.192], [3.000, 4.451, -0.269], [3.649, 3.501, -2.103], [1.054, 2.048, 0.105], [0.908, 1.917, -0.977], [-0.552, 1.063, -1.055], [-0.428, -0.154, -0.380], [-1.596, -0.935, -0.384], [-1.369, -2.207, 0.391], [-1.229, -1.922, 1.759], [-1.023, -3.069, 2.542], [1.607, 1.253, -1.503], [0.659, 2.841, -1.516], [-0.775, 0.912, -2.126], [-1.317, 1.700, -0.581], [-1.879, -1.196, -1.420], [-2.436, -0.370, 0.061], [-0.465, -2.718, 0.011], [-2.230, -2.881, 0.223], [-0.919, -2.750, 3.586], [-1.875, -3.766, 2.461], [-0.105, -3.602, 2.236]], "forces_ev_per_a": [[0.734, 0.370, 0.072], [-0.086, -0.153, 0.042], [-0.191, 0.055, 0.064], [-0.107, -0.068, -0.158], [0.447, 0.073, -0.563], [-3.646, -2.192, -0.137], [1.996, 1.610, -0.049], [0.458, -0.076, 0.103], [-0.335, 0.150, -0.119], [0.091, -0.283, -0.142], [-0.073, 0.243, 0.061], [0.065, -0.252, 0.100], [0.116, 0.577, 0.423], [0.522, -0.178, 0.246], [-0.134, 0.011, 0.263], [0.020, -0.182, -0.219], [0.043, 0.030, 0.171], [0.165, -0.133, -0.058], [-0.172, 0.124, 0.059], [0.137, 0.118, 0.030], [-0.034, -0.067, -0.302], [0.183, 0.122, 0.031], [-0.199, 0.100, 0.081]], "nbo_charge": [0.9850, -0.3239, -0.3252, -0.3257, 0.2223, -0.6569, -0.0430, -0.5447, -0.0739, -0.0766, -0.5335, -0.2454, 0.2192, 0.2119, 0.1547, 0.1578, 0.1662, 0.1737, 0.1719, 0.1647, 0.1956, 0.1613, 0.1648]}

{"formula": "C6H12FO6RbTl", "method": "wB97M-V/def2-TZVPD", "fmax_ev_per_a": 3.9, "gap_ha": 0.123, "relative_energy_ev": 1.5142, "molar_mass_g_mol": 489.0, "homo_energy_ha": -0.765, "charge": 3, "energy_ha": -982.357632, "symbols": ["Rb", "Tl", "F", "C", "O", "C", "O", "O", "C", "H", "H", "H", "H", "H", "H", "C", "O", "C", "O", "O", "C", "H", "H", "H", "H", "H", "H"], "positions_angstrom": [[-3.186, -13.006, -8.130], [-0.568, -10.428, -12.541], [-2.131, -12.006, -10.743], [-5.612, -13.928, -15.173], [-4.443, -13.147, -14.907], [-4.249, -12.373, -13.764], [-3.232, -11.646, -13.579], [-5.360, -12.519, -13.054], [-5.434, -11.954, -11.800], [-5.532, -14.493, -16.101], [-6.464, -13.275, -15.369], [-5.895, -14.615, -14.375], [-4.656, -12.195, -11.075], [-6.361, -12.121, -11.252], [-5.521, -10.872, -11.899], [-1.457, -15.154, -12.040], [-1.346, -15.360, -13.479], [-0.890, -14.333, -14.297], [-0.551, -13.238, -13.848], [-0.721, -14.638, -15.588], [-1.292, -15.805, -16.224], [-2.519, -14.972, -11.877], [-0.886, -14.420, -11.471], [-1.099, -16.011, -11.469], [-2.379, -15.889, -16.257], [-0.936, -16.626, -15.601], [-0.912, -16.011, -17.225]], "forces_ev_per_a": [[0.084, 0.122, 0.259], [-0.264, -0.147, 0.266], [0.126, -0.042, -0.589], [-0.284, -0.168, -0.135], [1.978, 1.005, 0.689], [-1.488, -0.649, -1.359], [-2.212, -2.353, -0.390], [1.567, -0.601, -0.742], [-0.955, 2.534, 2.834], [0.895, 0.285, -0.038], [-0.369, 0.546, 0.332], [0.132, 0.273, 0.508], [0.591, -0.163, -0.707], [-0.336, -1.024, -0.842], [0.647, 0.236, -0.104], [-0.377, 0.143, 0.576], [0.888, 1.843, -0.742], [0.189, -1.889, 0.625], [-0.339, -0.494, -0.365], [-1.150, 0.905, 0.436], [0.858, -1.074, 0.560], [-0.054, -0.318, 0.208], [0.353, 0.968, -1.373], [-0.445, -0.964, -0.803], [-0.267, 0.627, 0.506], [-0.158, -0.608, 0.275], [0.392, 1.006, 0.116]], "nbo_charge": [0.9989, 1.0703, -0.5664, -0.2813, -0.3440, 0.9861, -0.4087, -0.4167, -0.3034, 0.2585, 0.2860, 0.2483, 0.1990, 0.2498, 0.2318, -0.2792, -0.4028, 0.9811, -0.4021, -0.3261, -0.2715, 0.2090, 0.2336, 0.2698, 0.2482, 0.2581, 0.2738]}

Copy entry 3 word for word.
{"formula": "C6H12ClMgN2", "method": "wB97M-V/def2-TZVPD", "fmax_ev_per_a": 2.8, "gap_ha": [0.159, 0.127], "relative_energy_ev": 0.0000, "molar_mass_g_mol": 171.9, "homo_energy_ha": [-0.044, -0.018], "charge": -1, "energy_ha": -1005.555131, "symbols": ["C", "Mg", "N", "H", "H", "H", "H", "H", "H", "H", "H", "Cl", "C", "C", "C", "C", "N", "C", "H", "H", "H", "H"], "positions_angstrom": [[0.649, -3.430, 1.804], [0.339, -1.029, 0.636], [-0.026, -2.016, -1.197], [0.852, -0.563, 2.223], [-0.268, -2.805, 1.809], [0.958, -3.534, 2.848], [1.496, -2.993, 1.242], [0.409, -4.414, 1.385], [0.509, -1.540, -1.930], [-1.014, -1.954, -1.463], [0.229, -3.006, -1.230], [-2.486, 3.856, 0.952], [-1.292, 2.967, 0.101], [-0.508, 3.600, -0.870], [0.485, 2.859, -1.504], [0.661, 1.514, -1.159], [-0.063, 0.928, -0.182], [-1.079, 1.615, 0.414], [-0.689, 4.642, -1.100], [1.131, 3.307, -2.253], [1.401, 0.892, -1.681], [-1.694, 1.103, 1.157]], "forces_ev_per_a": [[-0.098, -0.359, 0.146], [0.013, 1.489, -0.383], [0.135, -0.023, 0.295], [0.014, -0.174, 0.168], [0.479, -0.445, -0.073], [0.000, 0.079, -0.091], [-0.474, -0.167, 0.192], [0.048, 0.256, 0.007], [0.065, -0.040, -0.133], [-0.172, -0.023, -0.027], [0.021, -0.133, -0.166], [-0.604, 0.363, 0.284], [0.755, -2.624, 0.341], [-0.685, 1.541, 0.222], [0.993, -2.269, -0.170], [0.304, 2.041, -1.094], [-0.036, -2.371, 0.431], [-0.714, 2.510, -0.105], [0.063, -0.050, 0.003], [-0.125, -0.088, -0.001], [-0.214, 0.301, 0.306], [0.232, 0.187, -0.151]], "nbo_charge": [-0.9149, 1.1933, -1.4570, -0.7502, 0.1867, 0.2265, 0.2033, 0.2176, 0.3737, 0.3658, 0.3249, -0.0398, -0.0835, -0.4062, -0.2729, -0.0447, -0.7915, -0.0818, 0.1982, 0.1976, 0.1705, 0.1847]}